No. 1
{
  "formula": "C6H12NOS",
  "method": "ωB97M-V/def2-TZVPD",
  "total_charge": 1,
  "lumo_ev": -4.854,
  "homo_energy_ha": -0.4920,
  "relative_energy_kcal_mol": 51.5,
  "largest_force_ev_per_a": 3.9,
  "homo_lumo_gap_ev": 8.5,
  "species": ["C", "C", "C", "C", "C", "C", "N", "O", "S", "H", "H", "H", "H", "H", "H", "H", "H", "H", "H", "H", "H"],
  "coordinates": [[1.2248, -1.9636, -0.9246], [1.0496, -1.1323, 0.0867], [-0.1783, -1.1520, 1.0635], [-2.1637, 0.4010, -0.0222], [-1.3919, 1.5176, 0.5348], [1.9533, 0.0845, 0.0996], [1.2608, 1.2923, -0.5986], [-3.2066, 0.6966, -0.7606], [-1.7811, -1.2129, 0.1802], [0.5758, -2.9156, -0.9801], [-0.0011, -2.0544, 1.6978], [-0.0044, -0.3126, 1.7035], [-0.8816, 1.2977, 1.3877], [-1.9633, 2.4585, 0.7964], [-0.6220, 2.0707, -0.0375], [2.9020, -0.3407, -0.3300], [2.1494, 0.3357, 1.0560], [2.0958, -1.9525, -1.6650], [0.8368, 0.9734, -1.4498], [2.0440, 1.8697, -0.8929], [-3.8982, 0.0390, -0.9450]],
  "forces_ev_per_angstrom": [[-0.176, -3.098, -0.659], [-0.826, 1.381, -0.756], [2.436, -1.451, -0.715], [-0.265, 0.564, -0.555], [-1.831, 3.177, -1.187], [-1.168, -0.991, -3.367], [2.134, -1.364, 1.142], [0.245, 0.832, 0.558], [0.639, -0.151, 0.750], [0.936, 1.605, -0.210], [-0.986, 0.471, -0.517], [-0.738, 0.474, 0.406], [1.268, -1.037, 2.241], [-0.515, -1.412, -0.318], [-0.081, -1.228, -0.708], [-0.704, 1.172, -0.061], [0.763, 1.264, 3.215], [-1.389, 0.280, 1.277], [-0.051, -0.412, -0.559], [-0.201, 0.326, -0.012], [0.510, -0.402, 0.035]]
}

No. 2
{
  "formula": "C2H4N3O3S",
  "method": "ωB97M-V/def2-TZVPD",
  "total_charge": 1,
  "lumo_ev": -6.671,
  "homo_energy_ha": -0.5560,
  "relative_energy_kcal_mol": 20.6,
  "largest_force_ev_per_a": 5.6,
  "homo_lumo_gap_ev": 8.5,
  "species": ["C", "C", "N", "N", "N", "O", "O", "O", "S", "H", "H", "H", "H"],
  "coordinates": [[-1.6892, -0.5465, 0.1758], [0.2113, 0.6672, -1.0120], [-1.1558, 0.2943, -0.7230], [1.1926, 0.3170, -0.1580], [-1.0052, -1.1448, 1.0725], [0.5088, 1.3611, -1.9640], [1.1767, -0.0824, 2.3428], [2.6432, 0.5230, -0.3617], [1.2771, -0.8050, 1.1744], [-2.7185, -0.6882, 0.0702], [-1.8307, 0.7297, -1.4071], [-1.4306, -1.7752, 1.7801], [2.8202, 1.1498, -0.9899]],
  "forces_ev_per_angstrom": [[1.623, 0.000, 0.287], [-0.139, 1.589, -2.026], [-0.042, 1.032, -1.577], [2.191, -1.413, 2.107], [1.927, -0.419, 0.137], [-1.031, -0.848, 0.809], [0.582, 1.604, 2.949], [-2.801, -3.637, 3.225], [-2.104, -0.865, -2.853], [-1.706, -0.134, 0.037], [1.273, -0.606, 0.940], [0.275, 0.631, -0.915], [-0.048, 3.066, -3.121]]
}

No. 3
{
  "formula": "C3H7NO2",
  "method": "ωB97M-V/def2-TZVPD",
  "total_charge": 0,
  "lumo_ev": -0.052,
  "homo_energy_ha": -0.3336,
  "relative_energy_kcal_mol": 117.5,
  "largest_force_ev_per_a": 0.3,
  "homo_lumo_gap_ev": 9.0,
  "species": ["C", "O", "C", "C", "O", "N", "H", "H", "H", "H", "H", "H", "H"],
  "coordinates": [[2.0331, 0.7294, 0.3252], [0.6164, 0.6429, 0.5492], [-0.0312, -0.3062, -0.0325], [-1.4116, -0.6734, 0.4896], [-1.2329, -1.3109, 1.5451], [-2.3864, -0.2979, -0.2806], [2.2094, 1.1642, -0.6626], [2.4846, -0.2634, 0.4019], [2.4222, 1.3849, 1.1025], [0.5667, -1.0914, -0.5086], [-0.5727, 0.3660, -1.5858], [-3.3025, -0.5985, 0.0360], [-1.3951, 0.2542, -1.3793]],
  "forces_ev_per_angstrom": [[0.230, 0.025, -0.034], [-0.241, -0.170, -0.111], [0.087, 0.146, -0.077], [0.094, 0.028, -0.134], [-0.145, 0.094, -0.145], [-0.006, -0.099, 0.142], [-0.013, -0.058, 0.144], [-0.066, 0.140, -0.011], [-0.040, -0.096, -0.118], [-0.109, 0.109, 0.035], [0.085, -0.006, 0.051], [0.075, 0.026, -0.011], [0.051, -0.136, 0.270]]
}

No. 4
{
  "formula": "C18H42AsN4O5Si2W",
  "method": "ωB97M-V/def2-TZVPD",
  "total_charge": 1,
  "lumo_ev": [-2.180, -2.934],
  "homo_energy_ha": [-0.3536, -0.3721],
  "spin_multiplicity": 3,
  "largest_force_ev_per_a": 0.3,
  "homo_lumo_gap_ev": [7.4, 7.2],
  "species": ["W", "O", "C", "C", "N", "C", "C", "O", "O", "C", "C", "O", "O", "H", "H", "H", "H", "H", "H", "H", "H", "H", "C", "C", "N", "C", "C", "N", "C", "C", "N", "H", "H", "H", "H", "H", "H", "H", "H", "H", "H", "H", "H", "H", "H", "H", "C", "Si", "C", "C", "As", "Si", "C", "C", "C", "H", "H", "H", "H", "H", "H", "H", "H", "H", "H", "H", "H", "H", "H", "H", "H", "H", "H"],
  "coordinates": [[-0.3592, 0.4644, 0.1646], [1.3934, -1.6511, -2.1244], [0.2406, -1.8802, -2.9299], [-1.0289, -1.7167, -2.1236], [-1.4317, -0.3306, -1.7064], [-2.8613, -0.4043, -1.3132], [-2.9009, -1.1152, 0.0263], [-3.7407, -1.9042, 0.3591], [-1.8718, -0.7628, 0.7762], [-1.2097, 0.6300, -2.8009], [0.2237, 1.1198, -2.7118], [0.8932, 1.4084, -3.6665], [0.6240, 1.2003, -1.4616], [2.1528, -1.5116, -2.6996], [0.2359, -2.9087, -3.3002], [0.2464, -1.2208, -3.8005], [-0.9964, -2.3367, -1.2262], [-1.8342, -2.1118, -2.7478], [-3.4626, -0.9247, -2.0577], [-3.2284, 0.6110, -1.1700], [-1.8523, 1.4915, -2.6330], [-1.4325, 0.2089, -3.7804], [-0.1740, -1.1937, 2.8316], [0.3750, -2.1056, 1.7181], [1.0378, -1.2959, 0.6785], [2.3691, -0.8131, 1.1338], [2.6580, 0.5669, 0.5806], [1.5135, 1.4728, 0.8360], [1.4215, 2.0745, 2.1819], [0.7286, 1.1170, 3.1374], [-0.2530, 0.2511, 2.4165], [0.4399, -1.2574, 3.7271], [-1.1714, -1.5277, 3.0973], [-0.4418, -2.6485, 1.2543], [1.0721, -2.8318, 2.1405], [1.1764, -1.8349, -0.1745], [3.1512, -1.5114, 0.8349], [2.3690, -0.7999, 2.2229], [2.7691, 0.5174, -0.5012], [3.5783, 0.9733, 1.0046], [1.5630, 2.2251, 0.1558], [0.8287, 2.9771, 2.0665], [2.4114, 2.3438, 2.5556], [0.2172, 1.6768, 3.9203], [1.4513, 0.4757, 3.6339], [-1.1865, 0.5644, 2.6668], [-0.6779, 4.3501, -2.3611], [-2.1631, 4.1576, -1.2377], [-3.6725, 3.6834, -2.2569], [-2.5446, 5.7824, -0.3946], [-1.6334, 2.6335, 0.4732], [-3.4999, 2.6053, 1.9049], [-3.3179, 4.0287, 3.1056], [-5.1086, 2.7573, 0.9608], [-3.5764, 1.0185, 2.9181], [-0.7191, 5.3425, -2.8210], [-0.6528, 3.6234, -3.1775], [0.2689, 4.2757, -1.8228], [-3.8923, 4.5139, -2.9372], [-4.5596, 3.5256, -1.6398], [-3.5433, 2.8005, -2.8867], [-2.7134, 6.5494, -1.1572], [-1.7090, 6.1084, 0.2287], [-3.4408, 5.7405, 0.2281], [-3.2542, 4.9914, 2.5956], [-2.4109, 3.9135, 3.7053], [-4.1719, 4.0653, 3.7893], [-5.1835, 3.6869, 0.3935], [-5.9343, 2.7475, 1.6802], [-5.2613, 1.9203, 0.2744], [-2.8251, 0.9925, 3.7163], [-3.5325, 0.0965, 2.3325], [-4.5462, 1.0171, 3.4265]],
  "forces_ev_per_angstrom": [[0.068, -0.303, -0.112], [-0.053, -0.030, 0.023], [0.038, 0.037, -0.034], [-0.021, 0.037, 0.005], [-0.100, 0.054, -0.045], [0.094, -0.104, -0.015], [0.043, 0.059, -0.073], [-0.138, 0.027, 0.058], [0.084, -0.009, -0.077], [0.000, -0.044, 0.027], [-0.051, -0.054, 0.002], [0.059, 0.016, -0.063], [0.086, -0.014, 0.038], [0.003, 0.014, -0.009], [0.013, -0.028, 0.013], [0.018, -0.012, 0.031], [0.027, -0.033, 0.033], [-0.046, -0.010, -0.024], [-0.011, -0.014, -0.022], [-0.030, 0.081, 0.017], [-0.059, 0.065, 0.029], [-0.018, -0.012, -0.023], [-0.002, 0.056, -0.028], [0.037, 0.039, -0.008], [0.077, 0.054, -0.055], [-0.030, 0.003, 0.025], [-0.034, -0.009, -0.002], [-0.025, 0.096, 0.107], [0.029, -0.047, -0.057], [-0.043, -0.019, -0.009], [0.070, -0.106, 0.190], [0.033, 0.002, 0.030], [-0.046, -0.009, -0.005], [-0.042, -0.017, -0.027], [0.018, -0.031, 0.007], [0.008, -0.026, 0.007], [0.023, -0.014, -0.031], [0.008, 0.008, 0.008], [0.014, 0.002, -0.026], [0.013, -0.007, 0.032], [0.049, 0.086, -0.023], [-0.039, 0.050, -0.001], [0.017, 0.006, 0.008], [-0.001, 0.018, 0.005], [0.032, -0.027, 0.013], [-0.054, 0.015, -0.015], [0.036, 0.007, -0.061], [-0.134, -0.041, 0.020], [-0.026, 0.034, -0.067], [0.060, 0.069, -0.021], [-0.135, 0.159, -0.009], [-0.002, -0.051, -0.050], [-0.021, 0.013, 0.029], [-0.095, -0.019, 0.077], [-0.082, -0.016, -0.014], [0.004, -0.046, 0.000], [-0.011, 0.039, 0.065], [-0.031, 0.019, 0.008], [0.009, -0.015, 0.033], [0.110, 0.014, -0.055], [0.045, -0.019, 0.048], [-0.002, -0.024, 0.028], [-0.039, -0.013, -0.002], [0.026, -0.055, -0.003], [0.003, -0.019, -0.011], [-0.031, 0.010, -0.024], [0.035, -0.005, -0.033], [0.039, -0.033, 0.060], [0.019, -0.004, -0.042], [0.018, 0.038, 0.011], [-0.014, -0.027, -0.023], [0.052, 0.117, 0.077], [0.045, 0.020, 0.037]]
}

No. 5
{
  "formula": "C38H46AuN2P2Si2",
  "method": "ωB97M-V/def2-TZVPD",
  "total_charge": -1,
  "lumo_ev": 2.365,
  "homo_energy_ha": -0.1031,
  "relative_energy_kcal_mol": 3.8,
  "largest_force_ev_per_a": 1.5,
  "homo_lumo_gap_ev": 5.2,
  "species": ["Au", "C", "Si", "C", "C", "N", "C", "C", "C", "C", "C", "C", "N", "Si", "C", "C", "C", "H", "H", "H", "H", "H", "H", "H", "H", "H", "H", "H", "H", "H", "H", "H", "H", "H", "H", "H", "H", "H", "H", "C", "C", "P", "C", "C", "C", "C", "C", "C", "C", "C", "C", "C", "C", "C", "P", "C", "C", "C", "C", "C", "C", "C", "C", "C", "C", "C", "C", "H", "H", "H", "H", "H", "H", "H", "H", "H", "H", "H", "H", "H", "H", "H", "H", "H", "H", "H", "H", "H", "H", "H", "H"],
  "coordinates": [[-0.5090, 0.0770, -0.4164], [-1.6039, -4.0548, -1.9861], [-1.7845, -2.2679, -2.5564], [-0.1420, -1.9238, -3.4057], [-3.0661, -2.2062, -3.9350], [-2.0739, -1.1510, -1.3145], [-3.2138, -1.1545, -0.5098], [-4.2241, -2.1186, -0.6449], [-5.3784, -2.1407, 0.1377], [-5.5357, -1.1834, 1.1216], [-4.5400, -0.2258, 1.3058], [-3.3766, -0.1556, 0.5181], [-2.3860, 0.7755, 0.7064], [-2.2712, 2.2179, 1.5558], [-3.6672, 2.7226, 2.7272], [-2.0999, 3.6706, 0.3660], [-0.7265, 2.2464, 2.6344], [-1.2713, -4.7033, -2.8040], [-2.5262, -4.4711, -1.5735], [-0.8443, -4.0892, -1.1965], [-0.0110, -2.6203, -4.2424], [0.6844, -2.0828, -2.7066], [-0.0721, -0.9081, -3.8056], [-2.8003, -2.8833, -4.7543], [-3.1115, -1.1867, -4.3331], [-4.0694, -2.4648, -3.5880], [-4.1071, -2.8835, -1.4044], [-6.1314, -2.9029, -0.0270], [-6.4199, -1.1721, 1.7499], [-4.6584, 0.5072, 2.0930], [-4.6074, 2.8645, 2.1851], [-3.4077, 3.6695, 3.2124], [-3.8419, 1.9780, 3.5098], [-2.8707, 3.6214, -0.4101], [-1.1284, 3.6396, -0.1423], [-2.1825, 4.6361, 0.8792], [-0.8963, 1.7483, 3.5941], [-0.3971, 3.2745, 2.8337], [0.0838, 1.7083, 2.1349], [2.7629, -0.7148, -0.3905], [2.4007, 0.2312, -1.5529], [1.3316, 1.5656, -0.8365], [2.6737, 2.5680, -0.0882], [3.7820, 2.9601, -0.8381], [4.7739, 3.7426, -0.2684], [4.6690, 4.1479, 1.0588], [3.5733, 3.7629, 1.8128], [2.5786, 2.9745, 1.2407], [0.7794, 2.6122, -2.2441], [1.0355, 3.9807, -2.2996], [0.4375, 4.7777, -3.2686], [-0.4209, 4.2176, -4.2008], [-0.6826, 2.8536, -4.1567], [-0.1002, 2.0630, -3.1788], [1.3334, -1.7874, 0.1408], [1.0050, -1.3013, 1.8978], [-0.3001, -1.4413, 2.3749], [-0.5938, -1.2041, 3.7128], [0.4101, -0.8121, 4.5859], [1.7120, -0.6640, 4.1196], [2.0069, -0.9200, 2.7881], [2.2300, -3.3593, 0.6322], [3.5867, -3.6404, 0.5023], [4.1170, -4.8536, 0.9380], [3.2981, -5.8129, 1.5060], [1.9328, -5.5650, 1.6081], [1.4095, -4.3626, 1.1636], [3.1167, -0.1318, 0.4640], [3.5858, -1.3501, -0.7046], [1.8173, -0.2806, -2.3167], [3.3171, 0.6110, -2.0097], [3.8595, 2.6721, -1.8793], [5.6304, 4.0415, -0.8604], [5.4394, 4.7700, 1.4980], [3.4845, 4.0788, 2.8449], [1.7206, 2.6723, 1.8277], [1.6964, 4.4422, -1.5774], [0.6329, 5.8430, -3.2805], [-0.8963, 4.8403, -4.9486], [-1.3689, 2.4030, -4.8635], [-0.3618, 1.0120, -3.1177], [-1.1013, -1.7235, 1.6975], [-1.6152, -1.3162, 4.0580], [0.1830, -0.6184, 5.6277], [2.5005, -0.3577, 4.7976], [3.0328, -0.8287, 2.4476], [4.2629, -2.9166, 0.0689], [5.1800, -5.0393, 0.8367], [3.7141, -6.7484, 1.8594], [1.2741, -6.3113, 2.0356], [0.3396, -4.1892, 1.2275]],
  "forces_ev_per_angstrom": [[-0.317, 1.395, -0.171], [-0.033, -0.149, 0.119], [0.178, -0.034, -0.075], [0.120, 0.043, -0.068], [-0.162, 0.031, -0.081], [0.023, 0.181, 0.430], [-0.092, -0.165, -0.065], [0.073, 0.098, -0.042], [0.059, 0.031, -0.025], [0.076, 0.057, -0.021], [0.048, 0.007, -0.070], [0.041, 0.027, 0.082], [-0.188, -0.388, 0.169], [0.006, 0.052, -0.051], [-0.171, -0.042, 0.005], [0.082, 0.116, -0.124], [0.155, -0.002, 0.131], [-0.014, 0.025, 0.028], [0.049, 0.005, -0.014], [-0.017, -0.019, -0.053], [-0.017, 0.039, 0.044], [-0.052, 0.010, -0.050], [0.010, -0.081, 0.011], [-0.007, 0.030, 0.038], [-0.005, -0.064, -0.007], [0.050, 0.019, -0.049], [-0.028, 0.007, 0.034], [0.013, -0.012, -0.006], [0.019, 0.000, 0.015], [-0.025, -0.019, -0.019], [0.022, 0.012, 0.053], [-0.005, -0.014, -0.018], [0.031, 0.053, -0.019], [0.033, 0.010, 0.060], [-0.072, 0.010, 0.006], [0.024, -0.039, -0.035], [-0.005, 0.041, -0.050], [-0.030, -0.062, 0.015], [-0.105, -0.046, 0.056], [-0.189, 0.027, -0.054], [0.116, 0.183, 0.158], [-0.143, -1.148, -0.962], [-0.390, 0.163, 0.471], [0.054, 0.055, 0.010], [-0.014, -0.021, 0.013], [0.002, -0.004, -0.046], [-0.035, -0.042, -0.033], [0.054, -0.027, -0.031], [-0.007, 0.162, 0.179], [0.061, 0.011, -0.036], [0.008, -0.019, 0.002], [0.011, -0.042, -0.004], [0.044, -0.016, 0.029], [0.010, -0.093, -0.027], [0.424, -0.491, 0.284], [-0.017, -0.078, -0.002], [0.001, 0.008, -0.018], [0.034, -0.029, -0.039], [0.021, -0.010, -0.035], [-0.038, 0.007, -0.010], [-0.022, 0.069, 0.022], [-0.012, -0.021, -0.097], [0.026, -0.068, 0.066], [-0.003, 0.083, -0.044], [-0.057, -0.016, 0.006], [0.006, 0.044, -0.009], [0.026, 0.032, -0.022], [0.126, 0.005, -0.038], [0.016, -0.055, -0.047], [0.019, -0.038, 0.001], [-0.025, 0.068, -0.028], [0.011, 0.012, 0.002], [-0.019, 0.008, -0.003], [0.008, -0.024, -0.006], [-0.014, -0.026, -0.009], [0.062, 0.059, -0.005], [-0.028, 0.000, 0.036], [0.016, -0.009, 0.000], [0.000, -0.003, 0.008], [0.023, 0.017, 0.009], [-0.027, 0.061, 0.073], [0.043, 0.013, 0.023], [0.036, 0.028, -0.012], [-0.006, 0.007, -0.020], [-0.011, -0.012, -0.014], [-0.008, -0.020, 0.016], [0.038, 0.007, 0.045], [-0.008, 0.010, -0.003], [-0.014, 0.000, -0.017], [0.001, 0.000, -0.022], [0.020, 0.015, 0.057]]
}

No. 6
{
  "formula": "C2H4O2",
  "method": "ωB97M-V/def2-TZVPD",
  "total_charge": -1,
  "lumo_ev": [3.255, 3.240],
  "homo_energy_ha": [0.0319, -0.0783],
  "spin_multiplicity": 2,
  "relative_energy_kcal_mol": 20.3,
  "largest_force_ev_per_a": 1.3,
  "homo_lumo_gap_ev": [2.4, 5.4],
  "species": ["O", "C", "H", "H", "O", "C", "H", "H"],
  "coordinates": [[2.2754, 1.5940, 0.2158], [1.6550, 1.9330, 1.3039], [0.6350, 1.6289, 1.5931], [2.2124, 2.7198, 1.8506], [-1.8193, -1.7512, -0.1919], [-2.0443, -1.8557, -1.3658], [-1.2861, -1.4795, -2.0699], [-3.0229, -2.3110, -1.6226]],
  "forces_ev_per_angstrom": [[-0.530, -0.622, -0.511], [1.197, 0.551, -0.046], [0.146, 0.093, -0.131], [-0.801, -0.008, 0.650], [0.124, -0.039, 0.264], [-0.085, 0.104, 1.116], [-0.368, -0.202, -0.504], [0.315, 0.122, -0.839]]
}